## A
DFT (ωB97M-V/def2-TZVPD) results for a molecular structure, C5H7NO.

The geometry in XYZ format:
```
14
Properties=species:S:1:pos:R:3:nbo_charge:R:1
C 0.946 1.341 -1.028 -0.634
C 0.127 0.471 -0.091 0.052
N 0.590 0.479 1.295 -0.581
C 0.547 -0.782 0.581 -0.141
C -0.795 -1.419 0.484 -0.424
C -1.537 -0.312 -0.085 0.492
O -2.697 -0.211 -0.399 -0.547
H 0.749 1.152 -2.087 0.217
H 2.022 1.178 -0.854 0.227
H 0.765 2.401 -0.827 0.224
H -0.138 0.558 1.996 0.357
H 1.446 -1.373 0.428 0.212
H -1.174 -2.154 1.226 0.248
H -0.784 -1.324 -0.787 0.298
```



## B
DFT (ωB97M-V/def2-TZVPD) results for 2 unconnected molecules or ions with the total composition C5H7NO.

The geometry in XYZ format:
```
14
Properties=species:S:1:pos:R:3:nbo_charge:R:1
C 0.935 1.175 1.295 -0.589
C 0.252 1.044 -0.374 -0.193
C 0.109 -0.076 0.421 -0.282
C -1.922 -1.443 -1.162 0.284
O -1.538 -0.863 -2.148 -0.525
C 0.940 -1.215 0.173 0.199
N 1.483 -2.236 0.046 -0.340
H 0.243 1.482 2.075 0.252
H 1.472 2.057 0.910 0.251
H 1.733 0.524 1.653 0.277
H -0.478 1.850 -0.298 0.215
H 0.968 1.150 -1.197 0.213
H -1.489 -2.410 -0.842 0.126
H -2.722 -1.036 -0.514 0.112
```



## C
DFT (ωB97M-V/def2-TZVPD) results for a single C5H7NO molecule.

Results
Structure (SMILES) = [H]/N=C/OCCC#C

The geometry in XYZ format:
```
14
Properties=species:S:1:pos:R:3:nbo_charge:R:1
O 1.125 0.308 0.592 -0.506
C 1.678 -0.909 0.508 0.421
N 1.095 -1.982 0.824 -0.730
C -0.241 0.404 0.995 -0.073
C -0.973 1.293 -0.005 -0.502
C -1.123 0.660 -1.319 0.009
C -1.256 0.121 -2.388 -0.255
H 2.700 -0.802 0.137 0.153
H 1.710 -2.775 0.666 0.355
H -0.260 0.860 1.990 0.187
H -0.680 -0.594 1.045 0.225
H -1.964 1.534 0.398 0.239
H -0.429 2.240 -0.108 0.239
H -1.383 -0.358 -3.334 0.239
```



## D
DFT (ωB97M-V/def2-TZVPD) results for a single C5H7NO molecule.

Results
Structure (SMILES) = C#C[C@H](C)C(N)=O

The geometry in XYZ format:
```
14
Properties=species:S:1:pos:R:3:nbo_charge:R:1
C -1.379 0.775 -0.436 -0.592
C -0.553 -1.228 0.601 0.014
C -1.091 -2.290 0.781 -0.248
O 1.100 0.007 -1.748 -0.602
C 1.111 0.265 -0.561 0.693
N 2.226 0.711 0.084 -0.823
C -0.170 0.160 0.316 -0.391
H -1.573 1.787 -0.080 0.211
H -2.283 0.172 -0.294 0.227
H -1.160 0.766 -1.507 0.243
H -1.580 -3.224 0.941 0.240
H 3.080 0.771 -0.456 0.407
H 2.275 0.783 1.086 0.396
H 0.017 0.675 1.274 0.225
```



It is D that is the most stable of them.



## A
DFT (ωB97M-V/def2-TZVPD) results for 2 unconnected molecules or ions with the total composition C17H19N.

Results
Structure (SMILES) = CCc1c[nH]c2ccccc12.Cc1ccccc1

The geometry in XYZ format:
```
37
Properties=species:S:1:pos:R:3:nbo_charge:R:1
C -3.935 0.372 -1.137 -0.634
C -0.754 -1.504 -1.900 -0.198
C -0.377 -0.988 -3.123 -0.232
C -1.949 -1.141 -1.305 -0.226
C -2.791 -0.215 -1.913 0.003
C -1.309 -0.205 -3.806 -0.194
C -2.447 0.263 -3.176 -0.228
H -0.018 -2.059 -1.331 0.209
H 0.560 -1.190 -3.631 0.213
H -2.078 -1.459 -0.279 0.212
H -1.102 0.117 -4.821 0.207
H -3.566 1.264 -0.621 0.224
H -4.244 -0.256 -0.301 0.214
H -3.162 0.868 -3.719 0.209
H -4.823 0.614 -1.724 0.217
C 2.920 -0.231 -0.251 -0.421
C 4.168 0.444 0.235 -0.617
C 1.930 -0.565 0.873 -0.066
C 1.212 -1.719 0.868 -0.037
C 1.296 0.308 1.828 -0.100
C 0.183 -0.372 2.324 0.140
C 1.415 1.693 2.094 -0.181
C -0.845 0.252 3.042 -0.231
C 0.479 2.288 2.906 -0.239
C -0.616 1.565 3.398 -0.216
N 0.113 -1.614 1.709 -0.548
H 2.332 0.341 -0.978 0.218
H 3.044 -1.204 -0.732 0.207
H 5.001 0.359 -0.468 0.213
H 1.417 -2.623 0.317 0.207
H -0.280 -2.418 2.168 0.404
H 2.182 2.199 1.528 0.211
H -1.770 -0.284 3.208 0.214
H 0.610 3.335 3.156 0.214
H -1.364 2.029 4.022 0.211
H 4.524 0.200 1.231 0.218
H 4.043 1.537 0.307 0.204
```



## B
DFT (ωB97M-V/def2-TZVPD) results for 2 unconnected molecules or ions with the total composition C17H19N.

Results
Structure (SMILES) = Cc1c[nH]c2ccccc12.CCc1ccccc1

The geometry in XYZ format:
```
37
Properties=species:S:1:pos:R:3:nbo_charge:R:1
C 0.111 -0.284 -2.267 -0.435
C 1.020 -1.377 -2.774 -0.617
C -1.273 -0.148 -2.879 -0.015
C -2.158 -1.154 -2.513 -0.215
C -1.557 0.858 -3.796 -0.218
C -3.476 -1.057 -2.940 -0.193
C -2.879 0.922 -4.268 -0.201
C -3.783 -0.012 -3.800 -0.226
H 0.158 -0.463 -1.186 0.219
H 0.640 0.680 -2.335 0.197
H 1.258 -1.418 -3.838 0.210
H -1.875 -1.990 -1.894 0.215
H -0.787 1.533 -4.142 0.216
H -4.339 -1.586 -2.556 0.216
H -3.151 1.672 -4.994 0.214
H -4.803 0.103 -4.167 0.207
H 0.820 -2.377 -2.370 0.211
H 2.036 -1.385 -2.319 0.216
C -0.920 -0.556 4.251 -0.643
C -0.594 0.458 1.987 -0.017
C -0.090 0.004 3.181 -0.102
C 1.590 0.911 1.936 0.135
C 1.297 0.383 3.198 -0.091
C 2.863 1.238 1.466 -0.238
C 2.335 0.120 4.114 -0.191
C 3.858 1.030 2.425 -0.213
C 3.592 0.426 3.659 -0.240
N 0.420 0.921 1.171 -0.536
H -1.569 0.336 1.558 0.208
H 0.432 1.375 0.272 0.416
H -1.763 0.037 4.624 0.222
H -0.400 -0.984 5.111 0.221
H 3.118 1.849 0.612 0.217
H 2.048 -0.132 5.125 0.219
H 4.865 1.297 2.143 0.208
H 4.487 0.208 4.241 0.209
H -1.532 -1.438 3.960 0.218
```



## C
DFT (ωB97M-V/def2-TZVPD) results for 2 unconnected molecules or ions with the total composition C17H19N.

Results
Structure (SMILES) = Cc1c[nH]c2ccccc12.CCc1ccccc1

The geometry in XYZ format:
```
37
Properties=species:S:1:pos:R:3:nbo_charge:R:1
C 1.752 -1.782 -0.005 -0.423
C 2.489 -0.451 -0.114 -0.618
C 0.532 -1.869 -0.904 -0.011
C -0.239 -3.029 -0.767 -0.215
C 0.321 -1.014 -1.975 -0.218
C -1.355 -3.182 -1.571 -0.221
C -0.674 -1.278 -2.913 -0.211
C -1.483 -2.378 -2.705 -0.229
H 2.385 -2.641 -0.225 0.212
H 1.458 -1.949 1.022 0.215
H 3.090 -0.420 -1.023 0.209
H -0.016 -3.819 -0.062 0.212
H 0.686 0.008 -1.955 0.225
H -2.037 -4.020 -1.523 0.211
H -0.924 -0.603 -3.719 0.216
H -2.303 -2.661 -3.358 0.209
H 3.254 -0.406 0.665 0.214
H 1.788 0.366 0.033 0.220
C -1.414 3.900 -0.134 -0.634
C -1.113 2.452 0.120 -0.089
C -1.732 1.422 -0.526 -0.032
C -0.368 1.886 1.207 -0.090
C -0.677 0.507 1.223 0.128
C 0.717 2.373 1.994 -0.202
C 0.049 -0.385 2.023 -0.227
C 1.208 1.521 2.957 -0.237
C 0.978 0.135 2.899 -0.227
N -1.525 0.256 0.186 -0.524
H -0.642 4.328 -0.796 0.211
H -1.319 4.506 0.758 0.222
H -2.519 1.453 -1.262 0.210
H -1.963 -0.625 -0.013 0.420
H 0.675 3.454 1.950 0.216
H -0.246 -1.422 2.121 0.215
H 2.062 1.886 3.523 0.210
H 1.398 -0.541 3.629 0.214
H -2.294 4.023 -0.761 0.221
```



## D
DFT (ωB97M-V/def2-TZVPD) results for 2 unconnected molecules or ions with the total composition C17H19N.

Results
Structure (SMILES) = Cc1c[nH]c2ccccc12.CCc1ccccc1

The geometry in XYZ format:
```
37
Properties=species:S:1:pos:R:3:nbo_charge:R:1
C 4.104 1.311 0.192 -0.417
C 4.743 1.079 1.591 -0.596
C 3.097 2.396 0.042 -0.025
C 3.503 3.742 0.049 -0.207
C 1.735 2.181 -0.091 -0.214
C 2.544 4.710 0.241 -0.206
C 0.738 3.180 -0.162 -0.207
C 1.180 4.497 0.031 -0.220
H 5.000 1.560 -0.409 0.202
H 3.672 0.447 -0.333 0.208
H 5.342 0.179 1.705 0.217
H 4.480 4.098 -0.232 0.214
H 1.305 1.233 -0.428 0.208
H 2.897 5.724 0.418 0.206
H -0.256 2.961 -0.482 0.214
H 0.514 5.309 -0.174 0.212
H 3.979 1.187 2.357 0.208
H 5.365 1.945 1.719 0.204
C -1.477 -4.414 1.270 -0.629
C -2.963 -2.144 -1.350 0.127
C -2.972 -2.581 -0.047 -0.095
C -2.069 -3.695 0.123 -0.108
C -1.558 -3.867 -1.167 -0.018
C -3.585 -1.009 -1.864 -0.251
C -4.555 -0.420 -1.054 -0.204
C -4.704 -0.963 0.279 -0.249
C -3.835 -1.846 0.795 -0.176
N -2.061 -2.936 -2.038 -0.521
H -3.256 -0.399 -2.675 0.219
H -5.122 0.447 -1.378 0.213
H -1.780 -2.985 -3.000 0.413
H -5.423 -0.410 0.869 0.210
H -0.911 -4.676 -1.479 0.204
H -3.667 -2.042 1.863 0.209
H -1.833 -5.420 1.420 0.217
H -1.792 -3.945 2.205 0.218
H -0.375 -4.431 1.195 0.221
```



It is A that is the most stable of them.



## A
DFT (ωB97M-V/def2-TZVPD) results for a single C6H10 molecule.

Results
Structure (SMILES) = C=CCC(=C)C

The geometry in XYZ format:
```
16
Properties=species:S:1:pos:R:3:nbo_charge:R:1
C 1.128 1.555 -0.209 -0.647
C 0.792 0.366 0.595 0.029
C 1.702 -0.324 1.261 -0.412
C -0.583 -0.119 0.470 -0.472
C -1.259 -0.380 -0.805 -0.170
C -1.972 -1.458 -1.165 -0.392
H 2.213 1.512 -0.594 0.227
H 1.043 2.384 0.509 0.225
H 0.419 1.704 -1.000 0.214
H 2.756 -0.237 1.440 0.198
H 1.529 -1.216 1.722 0.183
H -0.757 -1.014 1.122 0.224
H -1.215 0.770 0.924 0.217
H -1.276 0.405 -1.613 0.193
H -2.014 -2.396 -0.578 0.185
H -2.506 -1.550 -2.078 0.198
```



## B
DFT (ωB97M-V/def2-TZVPD) results for a single C6H10 molecule.

Results
Structure (SMILES) = CC1=CCCC1

The geometry in XYZ format:
```
16
Properties=species:S:1:pos:R:3:nbo_charge:R:1
C -1.076 0.413 1.897 -0.636
C -0.478 0.125 0.557 0.010
C -0.758 -0.922 -0.216 -0.201
C 0.328 -1.143 -1.229 -0.433
C 1.155 0.165 -1.246 -0.398
C 0.508 1.044 -0.148 -0.432
H -1.824 1.209 1.825 0.215
H -1.556 -0.485 2.300 0.217
H -0.319 0.737 2.624 0.214
H -1.468 -1.715 0.001 0.204
H 0.888 -1.868 -0.641 0.205
H 0.099 -1.609 -2.194 0.211
H 2.187 -0.102 -0.999 0.203
H 1.201 0.694 -2.205 0.208
H -0.088 1.848 -0.601 0.206
H 1.249 1.530 0.498 0.206
```



It is B that is the most stable of them.



## A
DFT (ωB97M-V/def2-TZVPD) results for a molecular structure, C6H10.

The geometry in XYZ format:
```
16
Properties=species:S:1:pos:R:3:nbo_charge:R:1
C -1.744 -0.563 0.369 -0.435
C -1.208 -0.802 1.752 -0.419
C -0.272 -0.632 0.586 -0.289
C 0.969 1.104 -0.028 -0.101
C 1.973 0.454 -0.934 -0.506
C 0.781 1.163 -1.512 -0.506
H -2.168 0.416 0.159 0.225
H -2.239 -1.390 -0.135 0.219
H -1.294 -0.007 2.489 0.222
H -1.315 -1.800 2.172 0.219
H 0.296 -1.497 0.254 0.222
H 0.298 0.508 0.807 0.251
H 2.951 0.935 -0.977 0.225
H 2.016 -0.626 -1.035 0.219
H 0.936 2.155 -1.940 0.227
H 0.021 0.582 -2.026 0.228
```



## B
DFT (ωB97M-V/def2-TZVPD) results for a single C6H10 molecule.

Results
Structure (SMILES) = C[C@@H]1C=CCC1

The geometry in XYZ format:
```
16
Properties=species:S:1:pos:R:3:nbo_charge:R:1
C 0.287 1.851 -0.672 -0.596
C -0.461 0.557 -0.351 -0.262
C 0.267 -0.719 -0.841 -0.386
C 0.035 -1.777 0.255 -0.438
C -0.147 -0.901 1.477 -0.189
C -0.518 0.329 1.140 -0.188
H 1.294 1.817 -0.239 0.204
H -0.229 2.721 -0.250 0.207
H 0.385 2.004 -1.752 0.208
H -1.468 0.615 -0.791 0.201
H -0.050 -1.041 -1.838 0.209
H 1.344 -0.509 -0.885 0.199
H 0.851 -2.504 0.342 0.210
H -0.882 -2.354 0.061 0.205
H 0.060 -1.204 2.495 0.209
H -0.768 1.116 1.848 0.208
```



## C
DFT (ωB97M-V/def2-TZVPD) results for 2 unconnected molecules or ions with the total composition C6H10.

The geometry in XYZ format:
```
16
Properties=species:S:1:pos:R:3:nbo_charge:R:1
C 2.208 0.629 -0.225 -0.346
C 1.440 -0.201 0.400 -0.228
C 0.401 -1.086 -0.355 -0.446
C -0.890 -1.124 0.248 -0.425
C -1.798 0.123 -0.061 -0.177
C -1.360 1.422 -0.040 -0.393
H 2.788 1.534 0.790 0.168
H 2.191 0.853 -1.338 0.215
H 1.386 -0.074 1.433 0.202
H 0.403 -0.800 -1.460 0.215
H 0.826 -2.062 -0.359 0.220
H -1.685 -1.805 -0.328 0.215
H -0.886 -1.345 1.233 0.215
H -2.748 0.191 -0.212 0.179
H -0.235 1.578 0.478 0.198
H -2.041 2.167 -0.201 0.187
```



It is B that is the most stable of them.